# C4H12

A 2-piece molecular cluster, C4H12 overall at a distorted geometry (ωB97M-V/def2-TZVPD, OMol25).

## Properties
Molar mass = 60.1 g mol⁻¹
Max |F| = 1.7 eV Å⁻¹
Energy above the lowest of the compared OMol25 structures with the same formula, charge and spin = 11.3 kcal per mole
LUMO level = 1.198 eV
Net charge = 0

Each line ends with the Löwdin charge.
Element x y z (Å)
H  0.30  -2.63  0.25  0.0612
H  0.78  1.29  0.53  0.0510
H  -1.25  1.24  -1.32  0.0562
H  -1.20  -0.82  2.16  0.0591
H  0.79  -2.12  1.76  0.0661
H  -1.59  -2.11  1.13  0.0636
H  0.16  0.15  -1.63  0.0564
H  -1.44  -0.48  0.41  0.0421
C  0.37  -1.71  0.83  -0.1685
C  0.80  1.72  -0.47  -0.1743
H  -0.11  1.69  -2.47  0.0609
H  1.79  1.44  -0.83  0.0642
H  1.06  -1.01  0.38  0.0358
C  -1.03  -1.16  1.15  -0.1588
H  0.87  2.81  -0.43  0.0594
C  -0.17  1.18  -1.51  -0.1744